Record 1
ORCA calculation (wB97M-V/def2-TZVPD) on C27H43EuI2N2O8Si3 as an isolated structure.

<S²> ... 12.03
HOMO level (alpha / beta) ... -5.48 / -7.63 eV
Gap between HOMO and LUMO (alpha / beta) ... 0.1621 / 0.1200 Ha
LUMO energy (alpha / beta) ... -1.068 / -4.362 eV
Multiplicity ... 7
Calculated total energy ... -107216.3913 eV

Each line ends with the Löwdin charge.
Cartesian coordinates (Å):
Eu1 0.590 -0.772 -0.109  1.673
C1 2.691 3.268 2.822  -0.068
C2 1.743 2.506 3.755  -0.365
C3 2.489 1.357 4.427  -0.061
C4 0.515 2.073 2.996  -0.229
C5 0.214 0.741 2.738  -0.082
C6 -0.968 0.377 2.078  -0.141
C7 -1.880 1.360 1.675  -0.293
C8 -3.208 0.985 1.083  -0.037
C9 -1.556 2.698 1.907  -0.100
C10 -0.387 3.043 2.557  -0.060
H1 3.452 3.784 3.399  0.083
H2 2.154 4.006 2.231  0.066
H3 3.196 2.580 2.148  0.039
H4 1.398 3.197 4.534  0.141
H5 2.919 0.682 3.690  0.069
H6 1.839 0.793 5.093  0.084
H7 3.314 1.756 5.010  0.084
H8 0.860 -0.034 3.130  0.096
H9 -1.265 -0.681 2.074  0.105
H10 -4.006 1.533 1.579  0.088
H11 -3.397 -0.082 1.193  0.067
H12 -3.251 1.245 0.026  0.064
H13 -2.246 3.471 1.601  0.103
H14 -0.189 4.084 2.766  0.125
O1 4.373 0.972 1.180  0.079
C11 3.626 0.068 0.881  -0.592
O2 2.602 0.177 0.075  -0.563
C12 3.814 -1.333 1.434  -0.057
C13 5.071 -1.846 1.618  0.085
C14 5.243 -3.148 2.104  -0.134
C15 4.155 -3.923 2.466  0.098
C16 2.879 -3.421 2.285  -0.066
C17 2.649 -2.116 1.742  -0.282
O3 1.473 -1.659 1.577  -0.233
N1 1.748 -4.219 2.615  -0.336
O4 0.685 -3.960 2.064  0.031
O5 1.887 -5.124 3.410  0.101
N2 6.573 -3.684 2.180  -0.368
O6 6.706 -4.822 2.579  0.080
O7 7.485 -2.970 1.816  0.082
H15 5.946 -1.260 1.368  0.140
H16 4.306 -4.919 2.859  0.136
C18 -2.054 -2.999 0.295  -0.098
O8 -1.173 -2.205 -0.488  -0.468
Si1 -0.403 -2.886 -1.918  0.439
C19 0.672 -4.312 -1.221  -0.118
C20 -1.823 -3.692 -2.905  -0.140
C21 0.514 -1.336 -2.496  -0.474
Si2 2.241 -1.639 -3.228  0.472
C22 3.098 -0.106 -3.995  -0.165
C23 3.427 -2.196 -1.814  -0.165
C24 2.263 -3.021 -4.545  -0.156
Si3 -0.559 -0.116 -3.481  0.438
C25 -1.271 -0.849 -5.088  -0.152
C26 0.208 1.528 -4.082  -0.220
C27 -1.972 0.403 -2.275  -0.200
H17 -1.504 -3.525 1.080  0.083
H18 -2.582 -3.729 -0.317  0.081
H19 -2.799 -2.345 0.752  0.083
H20 0.279 -5.275 -1.536  0.045
H21 0.679 -4.306 -0.131  0.015
H22 1.698 -4.260 -1.568  0.013
H23 -2.210 -4.573 -2.400  0.037
H24 -1.477 -4.011 -3.881  0.035
H25 -2.661 -3.018 -3.053  0.037
H26 3.124 0.738 -3.310  0.025
H27 2.613 0.219 -4.908  0.019
H28 4.128 -0.350 -4.243  0.038
H29 4.194 -1.453 -1.618  0.042
H30 3.936 -3.115 -2.078  0.041
H31 2.892 -2.379 -0.878  -0.009
H32 1.593 -2.789 -5.365  0.023
H33 1.953 -3.972 -4.125  0.021
H34 3.253 -3.155 -4.967  0.039
H35 -0.485 -0.923 -5.831  0.029
H36 -2.041 -0.205 -5.497  0.042
H37 -1.691 -1.837 -4.957  0.002
H38 0.595 1.414 -5.089  0.021
H39 1.032 1.876 -3.472  -0.041
H40 -0.537 2.317 -4.112  0.010
H41 -2.732 -0.369 -2.218  0.027
H42 -2.456 1.326 -2.581  0.030
H43 -1.568 0.550 -1.258  -0.032
I1 1.289 2.117 -0.467  0.612
I2 -0.521 4.030 -1.283  -0.011

Record 2
ORCA calculation (wB97M-V/def2-TZVPD) on C27H44BN7S4SbSi3Sm as an isolated structure.

<S²> ... 8.78
HOMO level (alpha / beta) ... -1.46 / -1.50 eV
Charge ... -2
Gap between HOMO and LUMO (alpha / beta) ... 0.1965 / 0.1980 Ha
LUMO energy (alpha / beta) ... 3.889 / 3.889 eV
Multiplicity ... 6
Calculated total energy ... -131241.4131 eV

Each line ends with the Löwdin charge.
Cartesian coordinates (Å):
Sm1 -1.609 0.138 -0.570  0.931
S1 -4.085 -0.707 -1.632  0.553
C1 -3.552 -2.090 -2.539  -0.769
C2 -4.525 -3.149 -2.583  -0.298
N1 -5.273 -4.062 -2.547  0.116
C3 -2.316 -2.243 -3.159  -0.778
S2 -0.800 -1.493 -2.721  0.485
C4 -2.071 -3.160 -4.180  -0.353
N2 -1.838 -4.017 -4.967  0.117
C5 -6.419 -0.130 1.410  -0.040
N3 -5.433 0.874 0.967  -0.136
C6 -4.126 0.943 1.315  -0.156
C7 -3.573 2.037 0.727  -0.180
N4 -4.500 2.522 -0.184  -0.019
B1 -4.199 3.682 -1.193  -0.482
N5 -3.434 3.104 -2.453  0.017
C8 -4.018 2.804 -3.705  -0.048
C9 -3.082 2.280 -4.497  -0.075
N6 -1.906 2.144 -3.787  -0.129
C10 -0.629 1.766 -4.263  -0.110
C11 -2.139 2.633 -2.456  -0.709
S3 -0.882 2.733 -1.299  0.539
C12 -5.690 1.845 -0.010  -0.863
S4 -7.112 2.144 -0.736  0.556
H1 -6.859 -0.572 0.497  0.076
H2 -7.227 0.377 1.919  0.069
H3 -5.898 -0.874 2.023  0.091
H4 -3.682 0.204 1.978  0.114
H5 -2.609 2.532 0.891  0.086
H6 -3.457 4.477 -0.670  0.062
H7 -5.222 4.195 -1.469  0.036
H8 -5.013 3.154 -3.804  0.109
H9 -3.150 1.864 -5.511  0.126
H10 -0.609 1.541 -5.347  0.100
H11 -0.203 0.898 -3.700  0.021
H12 0.057 2.600 -4.145  0.072
C13 5.766 0.381 -1.243  -0.260
Si1 4.020 0.443 -1.816  0.272
C14 3.504 2.183 -2.373  -0.241
C15 3.537 -0.677 -3.221  -0.242
Sb1 2.393 -0.036 0.176  0.865
Si2 3.090 -2.371 1.043  0.288
C16 1.889 -3.603 0.179  -0.219
C17 2.802 -2.629 2.878  -0.220
C18 4.891 -2.579 0.684  -0.264
Si3 3.238 1.342 2.248  0.352
C19 4.217 2.855 1.607  -0.247
C20 1.612 2.029 2.934  -0.245
C21 4.350 0.674 3.660  -0.221
H13 6.390 1.192 -1.601  0.018
H14 6.276 -0.539 -1.553  0.024
H15 5.809 0.419 -0.173  -0.008
H16 3.923 2.943 -1.726  0.005
H17 2.414 2.263 -2.238  0.003
H18 3.739 2.455 -3.417  0.025
H19 2.562 -1.219 -3.094  0.025
H20 4.264 -1.555 -3.231  0.038
H21 3.532 -0.142 -4.172  0.016
H22 1.261 -3.028 -0.493  -0.024
H23 1.140 -4.108 0.810  0.032
H24 2.413 -4.334 -0.503  0.034
H25 1.868 -2.034 3.088  0.012
H26 3.551 -2.147 3.512  0.001
H27 2.686 -3.686 3.129  0.032
H28 5.075 -2.694 -0.430  0.043
H29 5.146 -3.515 1.226  0.030
H30 5.499 -1.802 1.072  -0.006
H31 3.498 3.594 1.256  0.020
H32 4.910 2.556 0.848  -0.016
H33 4.790 3.348 2.396  0.015
H34 0.788 1.437 2.638  -0.044
H35 1.524 3.144 2.772  0.046
H36 1.690 1.912 4.028  0.017
H37 4.727 -0.341 3.459  -0.006
H38 3.823 0.569 4.601  0.016
H39 5.221 1.329 3.755  0.012
N7 -0.604 -0.414 1.267  -0.296
C22 -0.915 -1.202 2.255  -0.548
C23 -2.039 -2.087 2.108  -0.097
C24 -2.440 -2.975 3.085  -0.145
C25 -1.863 -2.957 4.357  -0.183
C26 -0.784 -2.120 4.554  -0.141
C27 -0.318 -1.219 3.542  -0.092
H40 -2.622 -2.008 1.188  0.070
H41 -3.197 -3.727 2.850  0.091
H42 -2.173 -3.690 5.127  0.079
H43 -0.278 -2.075 5.525  0.083
H44 0.489 -0.552 3.826  0.070

> Which of these has the lowest calculated total energy?

C27H44BN7S4SbSi3Sm

> Which formula does entry 1 have?

C27H43EuI2N2O8Si3

> What is the multiplicity in the second record?

6

> Among the records above, which one has the lowest <S²>?

C27H44BN7S4SbSi3Sm